# 1
The following is a quantum chemistry calculation of a cluster of 2 separate species, C20H40Br2F3N2O6P2 in total in a non-equilibrium geometry, from the Open Molecules 2025 dataset.

Each line ends with the Mulliken charge.
Element x y z (Å)
C -2.542 -0.369 1.089  -0.6617
C -2.682 -1.799 0.232  -0.2818
N -2.757 -1.597 -1.261  0.1778
C -2.146 -2.726 -2.056  -1.0026
C -0.474 -2.667 -2.031  -0.8108
C 0.058 -1.095 -1.970  -0.5455
C -0.555 -0.143 -3.162  -0.7122
C -0.391 1.473 -2.886  0.0125
F 0.462 1.754 -1.681  -0.1366
Br 0.616 2.305 -4.447  -0.0236
C -1.820 2.264 -2.656  0.5673
F -2.349 2.670 -3.979  -0.2299
F -2.868 1.446 -1.997  -0.1964
Br -1.419 3.807 -1.425  -0.0359
N 0.140 -3.409 -0.867  -0.1069
C -0.450 -4.773 -0.585  0.0321
C 0.771 -5.809 -0.234  -0.5665
C 0.181 -6.904 0.851  -0.0863
O -0.176 -8.116 0.392  -0.4568
C -1.504 -5.308 -1.728  -0.8326
C -2.751 -4.216 -1.747  -0.0839
P -3.976 -4.845 -3.117  0.2657
C -5.251 -3.430 -3.342  -0.7288
O -4.753 -6.236 -2.393  -0.4963
H -3.502 0.324 0.944  0.2708
H -1.556 0.166 0.734  -0.0241
H -2.525 -0.619 2.252  0.3632
H -3.744 -2.232 0.563  0.2888
H -1.893 -2.581 0.597  -0.1186
H -3.705 -1.320 -1.596  0.3887
H -2.418 -2.499 -3.197  0.4405
H -0.125 -3.141 -3.048  0.3927
H -0.080 -0.650 -0.887  0.0866
H 1.235 -1.145 -2.159  0.5298
H -1.682 -0.334 -3.416  0.2157
H 0.046 -0.368 -4.168  0.4139
H 0.193 -2.814 0.013  0.6284
H 1.158 -3.579 -1.129  0.5901
H -1.086 -4.657 0.417  0.2147
H 1.663 -5.250 0.323  0.3827
H 1.259 -6.317 -1.189  0.3716
H 0.075 -6.586 1.995  0.3015
H -1.039 -5.477 -2.788  0.2449
H -1.947 -6.323 -1.334  0.4361
H -3.323 -4.330 -0.734  0.4261
H -5.159 -2.724 -2.411  0.1208
H -5.080 -2.817 -4.337  0.2625
H -6.357 -3.867 -3.311  0.3816
H -4.097 -6.547 -1.679  0.3515
O 3.799 2.880 1.702  -0.7579
P 3.966 4.343 2.183  1.0640
O 3.504 4.031 3.743  -0.3405
C 4.489 3.482 4.603  -0.2989
C 5.618 4.462 4.868  -1.0143
O 2.471 4.764 1.577  -0.3399
C 1.826 3.997 0.561  -0.5286
C 0.918 2.944 1.179  -0.4461
O 4.151 5.977 2.720  -0.3347
C 3.290 7.028 2.297  -0.1107
C 1.992 7.072 3.097  -1.0422
H 4.875 2.552 4.175  0.2804
H 3.995 3.234 5.547  0.2921
H 6.178 4.672 3.952  0.2976
H 6.318 4.058 5.606  0.4007
H 5.228 5.417 5.234  0.2307
H 2.553 3.566 -0.130  0.3328
H 1.215 4.687 -0.029  0.3302
H 1.430 2.346 1.938  0.4064
H 0.530 2.271 0.414  -0.2724
H 0.075 3.421 1.686  0.3227
H 3.113 6.968 1.219  0.2311
H 3.824 7.964 2.468  0.3734
H 1.476 6.108 3.146  0.2241
H 1.299 7.802 2.659  0.3456
H 2.191 7.359 4.130  0.3337

The value obtained for the gap between HOMO and LUMO is 7.78 eV. Its net charge is +1. The LUMO energy comes out at -3.35 eV. For the total energy, the calculation gives -7476.763358 Eh. The highest occupied orbital energy is -11.133 eV.

# 2
The following is a quantum chemistry calculation of a cluster of 6 separate species, C34H36Cl2FNO4S in total in a non-equilibrium geometry, from the Open Molecules 2025 dataset.

Each line ends with the Mulliken charge.
Element x y z (Å)
C -3.387 1.749 0.858  -0.9657
C -3.447 2.021 -0.621  0.2537
Cl -4.956 2.524 -1.265  -0.2130
C -2.377 1.873 -1.411  0.0434
Cl -2.475 2.172 -3.128  -0.1268
N -1.135 1.481 -0.813  0.3463
C -0.008 2.363 -1.231  -0.5721
O 0.626 2.858 -0.087  -0.3384
O -0.209 3.931 0.346  -0.2670
S -0.778 -0.124 -1.052  0.9244
O 0.418 -0.377 -0.336  -0.6050
O -1.899 -0.915 -0.701  -0.5663
F -0.466 -0.367 -2.548  -0.1615
H -2.572 2.286 1.327  0.2179
H -4.349 2.022 1.274  0.4105
H -3.235 0.679 0.964  0.2112
H 0.710 1.858 -1.868  0.3764
H -0.378 3.221 -1.777  0.5030
H 0.392 4.653 0.571  0.3052
C 3.632 -1.854 4.298  -0.4602
C 4.004 -1.171 3.148  -0.0787
C 3.073 -0.940 2.145  -0.8176
C 1.766 -1.383 2.294  -0.0922
C 1.394 -2.063 3.447  -0.6262
C 2.327 -2.302 4.447  -0.3300
H 4.360 -2.037 5.079  0.3748
H 5.021 -0.819 3.033  0.3570
H 3.364 -0.412 1.246  0.3893
H 1.042 -1.196 1.511  0.5768
H 0.375 -2.408 3.565  0.3978
H 2.037 -2.837 5.343  0.3696
C -4.669 -3.959 -0.655  -0.5147
C -3.291 -3.786 -0.613  0.0129
C -2.464 -4.882 -0.407  -0.5319
C -3.011 -6.148 -0.252  -0.3977
C -4.388 -6.319 -0.298  -0.4095
C -5.217 -5.224 -0.496  -0.3970
H -5.316 -3.105 -0.813  0.3808
H -2.862 -2.801 -0.739  0.4492
H -1.390 -4.748 -0.368  0.4032
H -2.365 -7.002 -0.096  0.3731
H -4.815 -7.307 -0.179  0.3606
H -6.291 -5.357 -0.527  0.3662
C -2.215 6.178 1.741  -0.0587
C -2.070 6.560 3.068  -0.5724
C -2.581 7.776 3.499  -0.3351
C -3.244 8.606 2.605  -0.4296
C -3.391 8.223 1.279  -0.3964
C -2.873 7.010 0.846  -0.5285
H -1.816 5.230 1.404  0.5029
H -1.559 5.910 3.766  0.3752
H -2.464 8.077 4.532  0.3643
H -3.647 9.552 2.943  0.3601
H -3.910 8.869 0.583  0.3650
H -2.984 6.713 -0.189  0.3776
C -2.615 -2.396 -4.512  -0.3387
C -2.253 -1.120 -4.922  0.1721
C -2.046 -0.855 -6.268  -0.4784
C -2.209 -1.864 -7.207  -0.3930
C -2.574 -3.139 -6.797  -0.4173
C -2.773 -3.406 -5.450  -0.4707
H -2.773 -2.603 -3.460  0.4471
H -2.133 -0.333 -4.191  0.0131
H -1.758 0.140 -6.587  0.3632
H -2.051 -1.657 -8.258  0.3589
H -2.702 -3.926 -7.529  0.3615
H -3.053 -4.402 -5.130  0.4068
C 8.266 -2.618 1.296  -0.5747
C 7.593 -1.985 2.332  -0.2086
C 8.071 -0.786 2.840  -0.2962
C 9.218 -0.214 2.307  -0.3946
C 9.889 -0.845 1.269  -0.3847
C 9.415 -2.048 0.766  -0.3098
H 7.894 -3.555 0.901  0.3604
H 6.696 -2.429 2.743  0.3662
H 7.549 -0.296 3.653  0.3981
H 9.588 0.724 2.701  0.3526
H 10.782 -0.398 0.852  0.3538
H 9.942 -2.543 -0.041  0.3564

The value obtained for the gap between HOMO and LUMO is 9.41 eV. Its net charge is 0. The LUMO energy comes out at 0.30 eV. For the total energy, the calculation gives -3091.186114 Eh. The highest occupied orbital energy is -9.107 eV.

# 3
The following is a quantum chemistry calculation of a structure of composition C31H22F10FeN3 in a non-equilibrium geometry, from the Open Molecules 2025 dataset.

Each line ends with the Mulliken charge.
Element x y z (Å)
Fe 0.119 0.000 0.025  -0.1969
C -0.165 3.150 -0.655  -1.3296
N 0.717 2.234 0.065  0.9022
C 0.718 2.558 1.499  -1.0901
C 1.045 1.413 2.459  -0.9265
N 0.310 0.208 2.125  0.6041
C -0.131 -0.614 3.087  -0.9289
C -0.774 -1.826 2.711  0.4517
F -0.827 -2.138 1.397  -0.2489
C -1.336 -2.731 3.580  0.2111
F -1.925 -3.835 3.099  -0.3166
C -1.289 -2.521 4.948  0.6761
F -1.853 -3.387 5.812  -0.3434
C -0.637 -1.387 5.386  0.1054
F -0.540 -1.153 6.706  -0.3303
C -0.072 -0.484 4.503  0.3705
F 0.578 0.551 5.101  -0.3838
C 2.028 2.245 -0.593  -1.4224
C 2.948 1.112 -0.168  -0.7345
N 2.195 -0.122 -0.271  -0.3048
C 2.804 -1.301 -0.058  0.4358
C 2.058 -2.488 -0.255  -0.2007
F 0.776 -2.348 -0.679  -0.3340
C 2.536 -3.760 -0.065  -0.1848
F 1.741 -4.817 -0.268  -0.3205
C 3.853 -3.953 0.326  0.7848
F 4.349 -5.190 0.509  -0.3401
C 4.638 -2.834 0.517  -0.0737
F 5.917 -2.986 0.897  -0.3217
C 4.138 -1.558 0.331  0.7797
F 4.999 -0.538 0.570  -0.3514
H 0.264 4.164 -0.702  0.3534
H -1.137 3.199 -0.166  0.3323
H -0.315 2.790 -1.673  0.3265
H -0.292 2.897 1.736  0.5370
H 1.409 3.393 1.701  0.2248
H 0.810 1.805 3.447  0.6293
H 2.125 1.216 2.455  0.0702
H 2.520 3.224 -0.470  0.2928
H 1.829 2.103 -1.658  0.4563
H 3.339 1.288 0.840  0.2892
H 3.814 1.130 -0.841  0.6745
C -6.122 -2.714 -1.635  -0.3901
C -4.984 -3.101 -2.326  -0.6253
C -3.783 -2.447 -2.103  -0.5867
C -3.679 -1.390 -1.198  0.9362
C -4.836 -1.018 -0.501  -0.0639
C -6.037 -1.672 -0.720  -0.8901
C -2.348 -0.759 -1.010  -0.3132
C -1.965 0.305 -0.279  -0.9053
C -2.871 1.222 0.399  0.9659
C -2.971 1.285 1.795  0.1747
C -3.734 2.263 2.414  -0.8025
C -4.420 3.211 1.665  -0.5503
C -4.353 3.146 0.278  -0.7548
C -3.597 2.167 -0.343  0.2342
H -7.063 -3.225 -1.799  0.3637
H -5.030 -3.918 -3.035  0.3659
H -2.894 -2.763 -2.638  0.3715
H -4.793 -0.221 0.223  0.4407
H -6.917 -1.370 -0.164  0.3894
H -1.587 -1.317 -1.562  0.0288
H -2.446 0.550 2.396  0.2902
H -3.792 2.282 3.496  0.4050
H -4.996 3.986 2.153  0.3476
H -4.894 3.865 -0.326  0.3636
H -3.553 2.118 -1.425  0.3811

The multiplicity is 5. The value obtained for the gap between HOMO and LUMO (spin up / spin down) is 7.01 / 6.95 eV. Its net charge is -1. The LUMO energy (spin up / spin down) comes out at 2.65 / 2.64 eV. For the total energy, the calculation gives -3621.117055 Eh. The highest occupied orbital energy (spin up / spin down) is -4.356 / -4.316 eV.